# 1
{"formula": "C4H11N2O", "method": "wB97M-V/def2-TZVPD", "total_charge": 0, "e_above_lowest_ev": 2.212, "spin_multiplicity": 2, "s_squared": 0.757, "homo_energy_ev": [-8.56, -8.52], "energy_ha": -343.61742, "species": ["C", "N", "C", "O", "C", "N", "C", "H", "H", "H", "H", "H", "H", "H", "H", "H", "H", "H"], "xyz": [[0.360, 1.105, 1.170], [0.952, -0.222, 1.099], [1.849, -0.853, -0.132], [1.571, -2.055, -0.418], [-0.722, 1.344, 0.100], [-1.413, 0.113, -0.245], [-2.269, 0.240, -1.408], [-0.096, 1.169, 2.151], [1.119, 1.883, 1.063], [1.523, -0.373, 1.923], [1.803, -0.110, -0.929], [2.766, -0.764, 0.489], [-1.385, 2.110, 0.509], [-0.257, 1.712, -0.823], [-0.718, -0.598, -0.349], [-1.744, 0.700, -2.234], [-2.570, -0.754, -1.719], [-3.196, 0.729, -1.119]], "lowdin_spin": [0.012, 0.086, 0.120, 0.667, 0.001, 0.002, 0.000, 0.004, 0.003, 0.000, 0.020, 0.084, 0.000, 0.000, 0.002, 0.000, 0.000, 0.000]}

***

# 2
{"formula": "C4H6O2", "method": "wB97M-V/def2-TZVPD", "total_charge": 0, "e_above_lowest_ev": 2.715, "homo_energy_ev": -8.80, "energy_ha": -306.40651, "species": ["C", "C", "C", "C", "O", "O", "H", "H", "H", "H", "H", "H"], "xyz": [[-0.996, -0.141, 0.073], [1.080, -0.297, -0.379], [-0.042, -1.106, 0.077], [-0.230, 1.074, -0.142], [-2.342, -0.293, 0.016], [2.284, -0.315, 0.279], [-2.763, 0.572, 0.085], [2.126, -0.505, 1.212], [1.267, -0.182, -1.440], [-0.045, -2.129, 0.420], [-0.540, 1.765, -0.927], [0.201, 1.558, 0.727]], "mulliken_charge": [0.787, 0.094, -0.992, -0.923, -0.500, -0.530, 0.319, 0.352, 0.359, 0.425, 0.366, 0.243]}

***

# 3
{"formula": "C3H3F2I", "method": "wB97M-V/def2-TZVPD", "total_charge": 0, "e_above_lowest_ev": 3.599, "homo_energy_ev": -9.50, "energy_ha": -613.37779, "species": ["C", "C", "C", "F", "F", "I", "H", "H", "H"], "xyz": [[-0.736, -0.624, -1.220], [0.334, -0.298, -0.451], [-3.812, -1.527, -0.625], [1.218, -1.280, -0.146], [-3.271, -2.188, 0.383], [-4.545, 0.275, 0.001], [-0.787, -1.602, -1.570], [0.677, 0.608, -0.141], [-1.332, 0.148, -1.612]], "mulliken_charge": [-0.869, 0.014, -0.076, -0.240, -0.037, 0.115, 0.329, 0.386, 0.377]}

***

# 4
{"formula": "C46H55As2N3PbSSe3Si2Te2", "method": "wB97M-V/def2-TZVPD", "total_charge": 0, "e_above_lowest_ev": 0.817, "homo_energy_ev": -6.55, "energy_ha": -15332.15001, "species": ["Pb", "Se", "Se", "Te", "Se", "N", "C", "C", "C", "C", "C", "C", "S", "N", "C", "C", "C", "C", "C", "C", "N", "H", "H", "H", "H", "H", "H", "H", "H", "H", "C", "C", "As", "C", "C", "C", "C", "C", "C", "C", "C", "C", "C", "C", "C", "As", "C", "C", "C", "C", "C", "C", "C", "C", "C", "C", "C", "C", "H", "H", "H", "H", "H", "H", "H", "H", "H", "H", "H", "H", "H", "H", "H", "H", "H", "H", "H", "H", "H", "H", "H", "H", "C", "Si", "C", "C", "C", "Te", "C", "Si", "C", "C", "C", "H", "H", "H", "H", "H", "H", "H", "H", "H", "H", "H", "H", "H", "H", "H", "H", "H", "H", "H", "H", "H", "H"], "xyz": [[-1.619, 0.814, -0.690], [-4.315, 1.032, -0.066], [-5.407, 0.505, -2.073], [-4.179, 1.853, -3.769], [-1.913, 0.780, -3.493], [-0.756, 0.436, 4.294], [-1.565, -0.514, 4.940], [-1.502, -0.663, 6.316], [-2.303, -1.601, 6.959], [-3.144, -2.417, 6.227], [-3.207, -2.274, 4.844], [-2.437, -1.318, 4.211], [-2.552, -1.112, 2.446], [-1.204, -0.206, 2.079], [-0.506, 0.431, 2.939], [0.659, 1.207, 2.445], [1.634, 1.729, 3.296], [2.696, 2.432, 2.753], [2.770, 2.594, 1.380], [1.758, 2.038, 0.612], [0.739, 1.365, 1.122], [-0.164, 0.985, 4.889], [-0.833, -0.037, 6.895], [-2.264, -1.686, 8.036], [-3.754, -3.160, 6.721], [-3.875, -2.893, 4.257], [1.591, 1.578, 4.366], [3.461, 2.839, 3.400], [3.590, 3.124, 0.916], [1.764, 2.129, -0.471], [0.823, -3.311, 1.208], [1.756, -3.048, 0.013], [1.597, -1.217, -0.779], [3.462, -0.622, -0.557], [3.945, 0.336, -1.448], [5.241, 0.815, -1.354], [6.090, 0.327, -0.369], [5.614, -0.600, 0.544], [4.304, -1.054, 0.462], [1.748, -1.672, -2.680], [1.236, -0.756, -3.593], [1.157, -1.053, -4.945], [1.605, -2.282, -5.404], [2.169, -3.186, -4.513], [2.243, -2.880, -3.162], [-0.808, -4.438, 1.030], [-0.146, -6.059, 0.129], [1.160, -6.358, -0.239], [1.445, -7.502, -0.975], [0.431, -8.376, -1.328], [-0.870, -8.122, -0.913], [-1.150, -6.974, -0.192], [-1.734, -3.824, -0.588], [-3.126, -3.816, -0.547], [-3.866, -3.559, -1.691], [-3.227, -3.261, -2.884], [-1.841, -3.253, -2.935], [-1.107, -3.567, -1.803], [0.464, -2.363, 1.615], [1.370, -3.801, 2.018], [1.562, -3.771, -0.774], [2.793, -3.190, 0.319], [3.295, 0.696, -2.241], [5.593, 1.560, -2.056], [7.116, 0.668, -0.318], [6.267, -0.982, 1.319], [3.943, -1.756, 1.205], [0.858, 0.196, -3.233], [0.708, -0.337, -5.620], [1.515, -2.542, -6.451], [2.536, -4.144, -4.861], [2.684, -3.600, -2.482], [1.974, -5.703, 0.050], [2.465, -7.709, -1.274], [0.651, -9.255, -1.919], [-1.663, -8.818, -1.152], [-2.168, -6.767, 0.123], [-3.636, -4.022, 0.388], [-4.946, -3.584, -1.646], [-3.802, -3.037, -3.773], [-1.323, -3.008, -3.854], [-0.035, -3.648, -1.895], [-0.394, 5.910, -3.840], [0.811, 5.051, -2.667], [2.366, 6.094, -2.399], [1.290, 3.364, -3.359], [-0.053, 4.827, -0.988], [-1.870, 3.706, -1.302], [-3.076, 4.623, 0.230], [-2.596, 4.520, 2.063], [-3.048, 2.832, 2.763], [-0.744, 4.809, 2.318], [-3.586, 5.883, 2.924], [0.120, 6.320, -4.711], [-0.925, 6.725, -3.345], [-1.141, 5.199, -4.195], [2.839, 6.322, -3.356], [3.097, 5.569, -1.783], [2.136, 7.041, -1.907], [1.717, 3.456, -4.359], [0.408, 2.722, -3.442], [2.027, 2.856, -2.730], [-0.364, 5.788, -0.576], [0.585, 4.323, -0.264], [-4.040, 4.125, 0.108], [-3.203, 5.661, -0.086], [-2.438, 2.051, 2.304], [-4.091, 2.585, 2.557], [-2.898, 2.792, 3.844], [-0.162, 4.008, 1.856], [-0.502, 4.827, 3.383], [-0.416, 5.757, 1.889], [-4.657, 5.747, 2.764], [-3.316, 6.873, 2.551], [-3.413, 5.878, 4.002]], "mulliken_charge": [0.414, -0.306, -0.254, -0.199, -0.215, 0.164, 0.042, -0.792, -0.589, -0.767, -0.748, 0.865, 0.086, -0.006, 0.342, -0.210, -0.770, -1.324, -0.911, -1.688, 1.944, 0.164, 0.397, 0.385, 0.400, 0.459, 0.499, 0.487, 0.589, 1.161, -0.313, -0.638, 1.631, 0.460, -0.367, -0.769, -0.557, -0.802, -0.418, -0.034, 0.276, -0.934, -0.611, -0.732, -0.366, 0.385, 0.015, 0.179, -0.727, -0.390, -0.669, -0.571, 0.076, -0.411, -0.638, -0.585, -0.458, -0.212, -0.573, 0.475, -0.518, 0.905, 0.221, 0.461, 0.394, 0.408, 0.404, 0.083, 0.451, 0.379, 0.416, 0.404, 0.395, 0.399, 0.381, 0.383, 0.368, 0.423, 0.415, 0.435, 0.362, 0.564, -1.086, 0.187, -1.141, -0.209, -0.452, 0.249, -0.929, 0.066, -0.165, -0.215, -1.107, 0.341, 0.336, 0.324, 0.338, 0.326, 0.334, 0.596, -0.121, -0.136, 0.508, -0.106, 0.538, 0.526, -0.427, 0.488, 0.254, -0.500, 0.414, 0.386, 0.318, 0.296, 0.295]}

***

# 5
{"formula": "C32H29IrN3P2S7Sb", "method": "wB97M-V/def2-TZVPD", "total_charge": -2, "e_above_lowest_ev": 0.000, "homo_energy_ev": -0.84, "energy_ha": -5215.91788, "species": ["Ir", "C", "S", "C", "C", "C", "N", "P", "C", "C", "C", "C", "C", "C", "C", "C", "C", "C", "C", "C", "P", "C", "C", "C", "C", "C", "C", "C", "C", "C", "C", "C", "C", "H", "H", "H", "H", "H", "H", "H", "H", "H", "H", "H", "H", "H", "H", "H", "H", "H", "H", "H", "H", "H", "H", "H", "H", "H", "H", "H", "H", "H", "S", "Sb", "S", "S", "S", "S", "C", "C", "N", "C", "S", "C", "N"], "xyz": [[-0.536, -2.683, -1.109], [1.846, 4.129, 2.979], [1.098, 4.661, 1.428], [-0.442, 3.710, 1.498], [-0.283, 2.195, 1.472], [0.444, 1.689, 0.230], [0.290, 0.247, 0.018], [-0.826, -0.396, -1.118], [-2.359, 0.420, -0.551], [-3.094, -0.226, 0.442], [-4.184, 0.401, 1.031], [-4.554, 1.678, 0.637], [-3.835, 2.324, -0.359], [-2.744, 1.697, -0.950], [-0.418, 0.492, -2.650], [-1.353, 0.505, -3.687], [-1.022, 1.027, -4.928], [0.255, 1.527, -5.150], [1.199, 1.491, -4.134], [0.866, 0.970, -2.890], [1.390, -0.963, 0.478], [2.869, -0.056, 1.016], [3.934, 0.093, 0.134], [5.076, 0.779, 0.529], [5.164, 1.311, 1.806], [4.114, 1.146, 2.696], [2.971, 0.460, 2.303], [0.765, -1.729, 1.980], [1.388, -2.898, 2.401], [0.905, -3.554, 3.523], [-0.186, -3.047, 4.218], [-0.804, -1.876, 3.792], [-0.330, -1.215, 2.669], [2.758, 4.711, 3.112], [2.115, 3.075, 2.949], [1.177, 4.321, 3.819], [-1.014, 4.036, 0.625], [-1.003, 4.020, 2.382], [-1.284, 1.754, 1.502], [0.235, 1.847, 2.371], [1.503, 1.944, 0.287], [0.058, 2.209, -0.651], [-2.809, -1.225, 0.741], [-4.751, -0.118, 1.795], [-5.406, 2.164, 1.095], [-4.122, 3.319, -0.678], [-2.188, 2.210, -1.725], [-2.341, 0.085, -3.529], [-1.752, 1.013, -5.727], [0.521, 1.920, -6.124], [2.205, 1.850, -4.312], [1.616, 0.909, -2.112], [3.873, -0.355, -0.851], [5.905, 0.880, -0.160], [6.060, 1.836, 2.116], [4.190, 1.536, 3.704], [2.163, 0.300, 3.009], [2.205, -3.352, 1.836], [1.377, -4.484, 3.816], [-0.573, -3.576, 5.081], [-1.667, -1.489, 4.322], [-0.827, -0.322, 2.312], [2.880, -4.629, -2.631], [2.267, -5.819, -0.730], [-0.139, -4.710, -0.285], [1.851, -2.206, -1.015], [3.544, -5.159, 1.123], [-0.735, -2.686, -3.401], [-2.470, -2.759, -3.595], [-2.962, -2.544, -4.923], [-3.321, -2.354, -6.002], [-3.325, -2.998, -2.574], [-2.812, -3.217, -0.924], [-4.735, -3.088, -2.820], [-5.874, -3.155, -2.984]], "mulliken_charge": [3.352, -0.465, -0.147, -1.286, -0.001, -1.004, 0.580, -2.277, 1.269, -0.616, -0.952, -0.508, -0.806, -0.508, 1.122, -0.410, -0.865, -0.652, -0.651, -0.514, 0.594, -0.400, -0.301, -0.853, -0.499, -0.625, -0.086, 0.684, -0.609, -0.400, -0.536, -0.908, 0.089, 0.352, -0.138, 0.288, 0.349, 0.564, -0.318, 0.386, 0.594, 0.768, 0.338, 0.448, 0.381, 0.434, 0.420, 0.672, 0.427, 0.357, 0.434, 0.121, 0.492, 0.407, 0.373, 0.501, 0.472, -0.435, 0.480, 0.366, 0.414, 0.385, -0.693, 0.404, -0.441, -0.490, -0.728, -0.368, 0.201, -0.128, -0.619, 0.924, -0.539, -0.045, -0.623]}

***

# 6
{"formula": "C5H7N5", "method": "wB97M-V/def2-TZVPD", "total_charge": 0, "e_above_lowest_ev": 4.513, "homo_energy_ev": -8.59, "energy_ha": -468.34295, "species": ["C", "C", "C", "C", "C", "N", "N", "N", "N", "N", "H", "H", "H", "H", "H", "H", "H"], "xyz": [[0.515, 1.925, 0.803], [0.729, 0.920, 1.769], [0.681, 1.688, -0.584], [0.906, -0.329, 1.246], [0.971, 0.379, -0.947], [-3.053, 0.159, -1.219], [-2.383, -0.704, -0.928], [0.986, -0.541, -0.048], [-1.612, -1.432, -0.429], [-0.773, -2.441, -0.927], [0.266, 2.971, 1.246], [0.624, 0.998, 2.865], [0.586, 2.311, -1.434], [0.985, -1.124, 1.854], [1.095, 0.192, -1.916], [0.003, -1.912, -1.178], [-0.527, -3.060, -0.174]], "mulliken_charge": [-0.138, -0.390, -0.436, -0.276, -0.119, -0.659, 0.753, -0.616, -0.213, -0.515, 0.257, 0.342, 0.384, 0.456, 0.515, 0.374, 0.281]}